This record from the Open Molecules 2025 dataset describes a molecular structure, C30H41BBrF4O3PPtSSi. The level of theory is the ωB97M-V functional and the def2-TZVPD basis.

```
84
Properties=species:S:1:pos:R:3:forces:R:3:mulliken_charge:R:1
H -3.20769 1.04279 -2.35328 0.0 0.0 0.0 0.370
C 4.47260 -1.51671 3.53887 0.0 0.0 0.0 -0.698
H -5.26792 -2.36185 1.78141 0.0 0.0 0.0 0.369
C 1.49917 4.02426 3.77731 0.0 0.0 0.0 -0.776
H -7.71857 1.85631 0.05937 0.0 0.0 0.0 0.409
F -2.66719 3.72468 0.43792 0.0 0.0 0.0 -0.131
H -5.23216 -2.02956 -2.54300 0.0 0.0 0.0 0.430
H -5.96472 2.50837 2.58505 0.0 0.0 0.0 0.547
H 1.94120 0.07224 5.13718 0.0 0.0 0.0 0.501
O 1.92484 0.78828 0.25061 0.0 0.0 0.0 -0.706
C -3.10386 -1.32536 4.17192 0.0 -0.1 0.0 -1.101
Si -5.40990 0.03028 -0.24804 -0.1 0.0 -0.2 -2.489
C -4.75415 -2.39918 -1.63774 0.0 0.0 0.0 -1.948
H -7.54943 0.81950 -1.97728 0.0 0.0 0.0 0.377
F -2.16736 2.42342 2.26325 0.0 0.0 0.0 -0.062
H -4.86088 -3.48698 -1.63945 0.0 0.0 0.0 0.592
H -7.43989 -1.91046 0.51954 0.0 0.0 0.0 0.367
H -6.77378 -1.00203 2.35388 0.0 0.0 0.0 0.377
H -4.07918 -0.32793 -3.05243 0.0 0.0 0.0 0.307
H -5.53697 2.90669 0.92809 0.0 0.0 0.0 0.406
H 0.53024 -2.46429 3.47661 0.0 0.0 0.0 0.417
H -0.93718 3.78067 6.13313 0.0 0.0 0.0 0.490
C 1.98588 -0.35098 3.02765 0.0 -0.1 0.0 -0.232
H -7.43844 -1.72989 -1.24334 0.0 0.0 0.0 0.354
C -7.64605 1.14330 0.87924 0.0 0.0 0.0 -1.834
H -3.71445 -2.40636 0.93772 0.0 0.0 0.0 0.263
Br -2.38430 -0.05867 0.12135 0.2 0.0 0.3 -0.077
C -6.92078 -2.18685 -0.39811 0.0 0.0 0.0 -1.666
H -4.90930 -3.67048 0.66584 0.0 0.0 0.0 0.568
C -6.18262 0.82816 1.27611 0.0 -0.1 0.0 3.029
H -4.45977 2.88966 -1.07915 0.0 0.0 0.0 0.330
C 2.49786 -0.36758 4.31863 0.0 0.0 0.0 -0.514
C -0.48530 -2.14436 3.66864 0.0 0.0 0.0 -0.886
H -6.65841 -0.40917 -2.89553 0.0 0.0 0.0 0.366
H -6.66154 0.45429 3.33008 0.0 0.0 0.0 0.677
H -4.12202 -1.02190 4.37615 0.1 0.0 0.1 0.640
C -6.19743 -0.09049 2.50418 0.1 0.0 0.0 -2.014
C 2.75613 -0.90754 2.00213 0.0 0.1 0.0 0.847
H 4.56344 -1.87924 1.40719 0.0 0.0 0.0 0.577
C 0.36825 1.90873 3.64224 0.0 0.1 -0.1 0.646
H 2.24933 4.71559 3.41990 0.0 0.0 0.0 0.479
C 0.66598 4.37569 4.83379 0.0 0.0 0.0 -0.554
C -5.33785 1.03137 -1.84778 0.0 0.0 0.0 2.754
H -6.23184 2.89282 -1.07825 0.0 0.0 0.0 0.357
C -2.20360 -0.41457 3.65730 0.0 0.0 0.0 0.177
C 3.98880 -1.48080 2.23296 0.0 0.0 0.0 -0.422
C -5.34829 2.54875 -1.61251 0.0 0.0 0.0 -1.914
S 2.17810 -0.71306 0.37194 0.0 0.0 0.0 1.271
H -6.72868 1.24989 -3.46956 0.0 0.0 0.0 0.558
H 0.77866 5.34474 5.30176 0.0 0.0 0.0 0.456
H -1.10934 -4.07066 4.35449 0.0 0.0 0.0 0.485
H 2.00407 2.51398 2.35219 0.0 0.0 0.0 0.386
O 3.01951 -1.30980 -0.58228 0.0 0.0 0.0 -0.569
C -4.15618 0.72084 -2.77925 0.0 0.0 0.0 -1.635
H -8.13124 1.60045 1.74588 0.0 0.0 0.0 0.543
C 3.73558 -0.95814 4.56775 0.0 0.0 0.0 -0.789
C -6.65262 0.63113 -2.57178 0.0 0.0 0.0 -1.827
H -1.22119 1.58065 5.07656 0.0 0.0 0.0 0.490
C -5.47697 2.12874 1.68271 0.0 0.1 0.0 -1.821
C -4.78273 -2.59812 0.83839 0.0 0.0 0.0 -1.574
B -1.77748 3.40405 1.38547 -0.1 0.1 0.0 0.175
F -0.61910 2.51089 0.45454 0.1 0.1 0.2 -0.678
C -0.87936 -0.82148 3.43597 0.0 0.0 0.0 0.653
C 1.35779 2.79076 3.17818 0.0 0.0 0.0 -0.602
H -4.42866 1.96328 1.91658 0.1 0.0 0.0 0.118
H -5.18495 -0.36177 2.81249 -0.1 0.0 -0.1 -0.033
C -0.47413 2.26479 4.70343 0.0 0.0 0.0 -0.258
O 0.72215 -1.20819 0.40988 0.0 0.0 -0.1 -0.753
H -3.42153 -3.34149 4.83105 0.0 0.0 0.0 0.477
H -2.51872 0.59164 3.41128 0.0 0.0 0.0 0.592
H -8.22075 0.25216 0.61886 0.0 0.0 0.0 0.376
H -5.35588 3.03754 -2.58994 0.0 0.0 0.0 0.612
H -7.01848 -3.26992 -0.51076 0.0 0.0 0.0 0.538
Pt -0.09670 0.62271 0.58553 -0.2 -0.2 -0.3 2.450
C -1.40715 -3.04858 4.16563 0.0 0.0 0.0 -0.893
H 4.12011 -0.96904 5.57861 0.0 0.0 0.0 0.472
H 5.43490 -1.96714 3.73947 0.0 0.0 0.0 0.450
C -2.70674 -2.63570 4.42842 0.0 0.0 0.0 -0.762
F -1.01156 4.36956 1.90350 0.0 0.0 0.0 -0.175
P 0.32115 0.33657 2.86995 -0.1 0.1 0.0 0.599
H -4.30610 1.28888 -3.70090 0.0 0.0 0.0 0.556
C -0.30781 3.49846 5.30058 0.0 0.0 0.0 -0.774
H -3.68800 -2.17402 -1.68966 0.0 0.0 0.0 0.295
C -5.40250 -1.85772 -0.35706 0.0 0.0 0.0 2.595
```
Forces are in eV/Å.

Calculated values
HOMO-LUMO gap in eV: 6.6
LUMO in eV: -8.5
Relative energy (zero: lowest compared OMol25 entry of this formula, charge and spin) in kJ/mol: 63.1
DFT total energy in hartree: -5539.80863
Net charge: +2